A molecular structure, C22H52O9Si2. Source: the Open Molecules 2025 dataset; level of theory: ωB97M-V with the def2-TZVPD basis set.

Cartesian coordinates (Å):
C 5.8212 4.2588 1.1785
C 4.9368 5.2647 0.4399
C 5.0991 6.6872 1.0233
C 5.1583 5.2288 -1.0864
C 3.8790 4.9024 -1.8892
Si 3.5678 3.0519 -1.9005
O 1.9822 2.5903 -1.7625
Si 1.0269 3.0447 -0.4736
C 1.1710 1.7637 0.9035
C 1.7738 2.3635 2.1696
O 0.7942 3.1405 2.8439
C -0.7339 3.1351 -1.1214
C -1.6246 4.2648 -0.6304
C -1.0657 5.5500 -0.1215
O -1.7379 4.4888 0.7229
H 5.8368 4.4825 2.2439
H 5.4586 3.2449 1.0346
H 6.8508 4.3273 0.8290
H 3.8959 4.9799 0.6127
H 5.5026 7.3762 0.2843
H 5.7946 6.6937 1.8593
H 4.1442 7.0906 1.3501
H 5.5715 6.1722 -1.4370
H 5.9004 4.4635 -1.3306
H 4.0556 5.2023 -2.9224
H 3.0361 5.4820 -1.5159
H 4.0353 2.5435 -3.2112
H 4.3978 2.3660 -0.8822
H 1.6144 4.2902 0.0684
H 0.1553 1.4606 1.1601
H 1.7696 0.9178 0.5692
H 2.1106 1.5646 2.8335
H 2.6624 2.9613 1.9468
H 1.1374 4.0248 2.9939
H -0.7028 3.2387 -2.2073
H -1.2431 2.2054 -0.8560
H -2.5434 4.3946 -1.1925
H -1.7767 6.3523 -0.2684
H -0.2078 5.6909 0.5122
C -2.3886 -4.9670 -3.6045
O -1.6021 -3.8312 -3.8861
C -2.2353 -2.8155 -4.6380
C -2.0260 -1.4374 -4.0475
O -2.6425 -1.2044 -2.7952
C -2.1729 -1.8871 -1.6457
C -0.7933 -1.5076 -1.1568
O 0.2387 -1.8771 -2.0520
C 1.1386 -0.8395 -2.3749
H -2.2709 -5.7316 -4.3796
H -2.0492 -5.3819 -2.6549
H -3.4491 -4.7139 -3.5093
H -3.3091 -3.0102 -4.7323
H -1.8022 -2.8105 -5.6474
H -2.5093 -0.7321 -4.7291
H -0.9655 -1.1772 -4.0287
H -2.2676 -2.9678 -1.7637
H -2.8722 -1.6081 -0.8518
H -0.6272 -2.0410 -0.2113
H -0.7627 -0.4316 -0.9488
H 0.6349 0.1306 -2.4275
H 1.5668 -1.0545 -3.3540
H 1.9496 -0.7863 -1.6397
C -4.8496 -4.4522 0.6150
O -3.6369 -4.1057 1.2479
C -3.7173 -3.0178 2.1513
C -3.0212 -3.3138 3.4622
O -3.6072 -4.3203 4.2651
C -3.5877 -5.6685 3.8353
C -2.2304 -6.3380 3.8129
O -1.3634 -5.7962 2.8346
C -0.0815 -5.4334 3.2963
H -4.9628 -3.9251 -0.3386
H -4.8279 -5.5242 0.4145
H -5.7155 -4.2388 1.2481
H -4.7580 -2.7377 2.3436
H -3.2146 -2.1536 1.6960
H -3.0918 -2.4035 4.0634
H -1.9568 -3.4989 3.3021
H -4.0997 -5.7941 2.8793
H -4.1828 -6.2035 4.5804
H -2.3937 -7.3969 3.5735
H -1.7799 -6.2841 4.8096
H -0.1148 -5.0409 4.3173
H 0.2966 -4.6482 2.6413
H 0.6092 -6.2825 3.2573

The spin multiplicity is 1. The relative energy (zero: lowest compared OMol25 entry of this formula, charge and spin) is 0.00 kcal/mol. As for the net charge: 0. Its total energy is -57836.51071 eV.